Molecular formula: C60H169N11O27
Method: DFT, ωB97M-V/def2-TZVPD

Each line ends with the Löwdin charge.
Cartesian coordinates (Å):
C  2.49213  -13.86135  9.59684  -0.188
C  3.86584  -14.23176  10.25394  -0.186
O  4.26795  -15.58501  9.85325  -0.099
O  1.50171  -14.43059  10.44475  -0.089
H  2.32997  -14.33797  8.63007  0.123
H  2.40626  -12.77612  9.65155  0.098
H  4.00003  -14.10828  11.32857  0.097
H  4.63414  -13.60630  9.79938  0.076
H  4.97739  -15.88440  10.42653  0.008
H  1.71684  -15.35881  10.56202  0.052
C  13.43802  -14.47598  16.00698  -0.204
C  11.88884  -14.72728  15.78580  -0.216
O  11.53239  -13.51774  15.24247  -0.094
O  13.71963  -13.55532  17.08095  -0.081
H  13.90508  -14.06383  15.11251  0.112
H  14.06095  -15.34373  16.22394  0.108
H  11.29226  -14.78026  16.69652  0.113
H  11.64757  -15.48083  15.03611  0.111
H  11.96972  -12.89860  15.83155  0.079
H  14.66395  -13.52998  17.25189  0.085
C  7.38410  -10.73537  20.07912  -0.227
C  7.31410  -9.51397  20.93688  -0.207
O  6.78939  -8.34753  20.22761  -0.086
O  6.16705  -11.46844  19.87203  -0.091
H  8.09165  -11.47448  20.45487  0.112
H  7.63404  -10.50127  19.04431  0.115
H  8.27257  -9.15994  21.31646  0.116
H  6.85031  -9.71013  21.90359  0.118
H  7.52548  -7.97240  19.73867  0.021
H  6.11137  -11.81434  18.97825  0.049
C  1.23985  -10.73000  11.29268  -0.184
C  0.26095  -9.96309  12.13070  -0.271
O  -0.74910  -9.50480  11.28082  -0.052
O  1.46854  -10.24461  9.89399  -0.100
H  0.74097  -11.68102  11.10615  0.112
H  2.20084  -10.90215  11.77741  0.113
H  0.70018  -9.05877  12.55188  0.092
H  -0.19239  -10.61906  12.87385  0.116
H  -0.20311  -9.50278  10.49120  0.054
H  1.98790  -9.44118  9.81426  0.038
C  5.16506  -4.05510  11.73194  -0.248
C  6.42301  -4.81516  12.11894  -0.289
O  7.51557  -4.39771  11.41293  -0.057
O  4.88927  -4.21575  10.37194  -0.065
H  5.45362  -3.00586  11.79455  0.120
H  4.28773  -4.42868  12.26000  0.125
H  6.18655  -5.87883  12.09115  0.114
H  6.57783  -4.63693  13.18306  0.120
H  7.76216  -3.50187  11.65432  0.110
H  5.64334  -3.81409  9.93416  0.077
C  3.97725  -7.49466  10.98780  -0.205
C  4.38867  -7.91343  9.56848  -0.172
O  3.91631  -9.19374  9.15566  -0.098
O  2.65606  -7.77879  11.37244  -0.061
H  4.12517  -6.42574  11.14153  0.090
H  4.49909  -8.07305  11.75019  0.116
H  5.45876  -7.82858  9.37924  0.117
H  3.81506  -7.28566  8.88658  0.122
H  4.10017  -9.52947  8.27527  0.046
H  2.69862  -8.07950  12.28314  0.043
C  6.86694  -11.55145  12.94058  -0.262
C  5.43300  -12.05441  13.27106  -0.221
O  5.30076  -13.46863  13.36879  -0.095
O  6.76531  -10.15746  12.91612  -0.066
H  7.21770  -12.06859  12.04748  0.087
H  7.53828  -11.76990  13.77105  0.114
H  4.79343  -11.66910  12.47697  0.108
H  5.13930  -11.47535  14.14658  0.105
H  5.18322  -13.64289  14.30551  0.017
H  7.66221  -9.91979  12.66976  0.081
C  2.72399  -16.85488  12.82530  -0.224
C  1.87092  -17.27741  14.08471  -0.224
O  1.53007  -18.63717  14.20488  -0.063
O  3.97531  -17.49381  12.91219  -0.080
H  2.95326  -15.79042  12.87515  0.101
H  2.15239  -16.94432  11.90153  0.104
H  1.02488  -16.62897  14.31245  0.114
H  2.59668  -17.13539  14.88546  0.083
H  2.33356  -19.13036  14.02387  0.078
H  4.65232  -17.21095  12.29312  0.026
C  11.57665  -6.29609  18.40284  -0.064
C  10.41462  -5.48582  17.89023  -0.461
C  9.07111  -5.81666  18.49561  -0.190
O  8.56399  -7.16150  18.46450  -0.206
C  8.21838  -7.53904  17.09104  -0.059
N  10.69864  -4.01203  17.82727  0.065
H  11.49851  -7.32833  18.06155  0.081
H  11.65716  -6.31640  19.48967  0.086
H  12.50627  -6.02646  17.90162  0.085
H  10.44823  -5.84141  16.86041  0.103
H  8.25154  -5.18401  18.15478  0.129
H  9.19504  -5.50986  19.53417  0.131
H  9.22682  -7.71870  16.71838  0.080
H  7.65509  -6.89949  16.41150  0.082
H  7.75365  -8.52038  16.99569  0.072
H  11.44638  -4.06073  18.50448  0.056
H  9.92777  -3.62342  18.35152  0.055
C  1.32210  -12.01855  22.17044  -0.060
C  0.75128  -11.07004  21.09263  -0.471
C  0.66300  -11.77314  19.73264  -0.128
O  1.99614  -12.03106  19.14523  -0.202
C  2.82005  -10.93402  18.83620  -0.129
N  -0.55317  -10.66535  21.54101  0.030
H  2.31252  -12.42878  21.97330  0.078
H  0.57798  -12.80258  22.31078  0.079
H  1.44015  -11.48077  23.11116  0.071
H  1.45435  -10.23914  21.15096  0.120
H  -0.01821  -11.20250  19.10143  0.117
H  0.21827  -12.75615  19.88755  0.127
H  3.76444  -11.25797  18.39885  0.062
H  3.04511  -10.36819  19.74023  0.086
H  2.36746  -10.29518  18.07781  0.067
H  -0.65269  -9.74608  21.13464  0.072
H  -0.62628  -10.39510  22.51143  0.073
C  3.35462  -15.02481  17.41311  -0.075
C  3.69392  -14.42419  16.13869  -0.388
C  2.59516  -13.44368  15.62983  -0.187
O  1.47537  -14.22978  15.27999  -0.177
C  0.51928  -13.40254  14.56577  -0.066
N  5.10435  -13.91731  16.23959  0.083
H  3.99889  -15.79155  17.84337  0.073
H  2.38655  -15.50204  17.26089  0.081
H  3.13136  -14.29240  18.18889  0.081
H  3.56089  -15.23077  15.41771  0.120
H  2.91619  -12.76384  14.84061  0.108
H  2.37040  -12.74877  16.43896  0.111
H  0.84555  -12.77542  13.73609  0.073
H  -0.05861  -12.91799  15.35276  0.091
H  -0.18750  -14.02287  14.01461  0.086
H  5.08273  -13.21003  16.96028  0.063
H  5.74817  -14.56593  16.66956  0.039
C  11.91697  -11.05223  11.97199  -0.046
C  11.15159  -12.28624  11.49205  -0.453
C  12.02375  -13.48894  11.42869  -0.184
O  11.52909  -14.66293  10.78412  -0.206
C  11.34639  -14.74091  9.37926  -0.108
N  9.97210  -12.39549  12.31558  0.066
H  11.95223  -10.93182  13.05474  0.077
H  11.31930  -10.20336  11.63986  0.065
H  12.91277  -10.95154  11.54032  0.080
H  10.60674  -12.03632  10.58169  0.132
H  12.46186  -13.65894  12.41218  0.126
H  12.86859  -13.22797  10.79132  0.116
H  10.81450  -15.66189  9.14050  0.081
H  12.29621  -14.47159  8.91731  0.086
H  10.69780  -13.99087  8.92665  0.065
H  9.41421  -13.20686  12.09079  0.023
H  10.32513  -12.53531  13.25150  0.058
C  6.95968  -14.78368  5.50728  -0.050
C  7.53446  -14.10394  6.75336  -0.358
C  6.54950  -13.23846  7.64891  -0.239
O  6.30421  -12.04501  7.06825  -0.176
C  5.49297  -11.25170  7.91077  -0.084
N  8.12475  -15.17652  7.61711  0.025
H  6.57084  -13.94653  4.92754  0.078
H  6.19459  -15.53215  5.71345  0.085
H  7.85922  -15.20369  5.05725  0.076
H  8.43288  -13.50451  6.60637  0.126
H  6.91983  -13.15284  8.67049  0.112
H  5.65181  -13.83378  7.81576  0.118
H  4.54042  -11.74169  8.11239  0.098
H  5.26115  -10.28345  7.46707  0.085
H  6.04711  -11.12734  8.84114  0.103
H  8.54317  -15.89842  7.04799  0.064
H  7.43489  -15.79734  8.01560  0.054
C  5.28838  -7.76929  15.03232  -0.041
C  4.22657  -8.09102  16.10412  -0.387
C  2.89728  -8.67144  15.53245  -0.171
O  2.40530  -8.04727  14.31758  -0.229
C  1.74101  -6.76346  14.55492  -0.052
N  4.87486  -8.71808  17.27026  0.074
H  5.23622  -8.40942  14.15163  0.052
H  6.33259  -7.98682  15.25684  0.046
H  5.29001  -6.76146  14.61712  0.067
H  3.86166  -7.14181  16.49646  0.124
H  2.17818  -8.79214  16.34266  0.107
H  3.14744  -9.69135  15.24038  0.113
H  2.55415  -6.04224  14.63716  0.078
H  1.25097  -6.81889  15.52697  0.085
H  1.03469  -6.43463  13.79263  0.093
H  5.18795  -9.67622  17.20679  0.063
H  4.16203  -8.81736  17.97887  0.052
C  11.35465  -5.89872  10.66896  -0.040
C  10.64712  -6.64983  11.87955  -0.387
C  10.65108  -5.74395  13.12216  -0.239
O  11.92666  -5.37451  13.44982  -0.186
C  12.18344  -4.28507  14.29605  -0.088
N  9.26076  -6.95709  11.57647  0.056
H  11.00071  -4.87003  10.60085  0.073
H  11.13537  -6.36035  9.70619  0.049
H  12.44325  -5.95343  10.66359  0.067
H  11.18244  -7.58548  12.04109  0.122
H  10.31405  -6.51372  13.81639  0.116
H  9.98182  -4.88362  13.12632  0.124
H  11.80391  -3.39423  13.79559  0.089
H  13.25659  -4.27460  14.48668  0.091
H  11.74294  -4.33990  15.29157  0.059
H  8.68212  -6.12989  11.60813  0.026
H  9.19436  -7.18886  10.59567  0.051
C  8.06897  -14.82007  11.12667  -0.047
C  7.30894  -16.10235  11.09017  -0.403
C  8.10611  -17.35099  11.45589  -0.162
O  8.42325  -17.28450  12.83942  -0.205
C  9.82001  -17.46801  13.16370  -0.073
N  6.17980  -16.06223  11.99751  0.050
H  8.67591  -14.85774  10.22207  0.060
H  8.75307  -14.80735  11.97517  0.078
H  7.47262  -13.90831  11.09273  0.071
H  6.94905  -16.18183  10.06437  0.112
H  9.04051  -17.45653  10.90466  0.123
H  7.51935  -18.23150  11.19416  0.131
H  10.07667  -17.35969  14.21749  0.074
H  10.54272  -16.90859  12.56970  0.079
H  10.08572  -18.49611  12.91770  0.084
H  6.05003  -15.13836  12.38446  0.058
H  6.46783  -16.43787  12.88971  0.082
C  7.33228  -16.89425  20.34549  -0.077
C  8.21818  -15.73467  19.93276  -0.407
C  7.55701  -14.84550  18.85538  -0.171
O  6.97722  -15.58210  17.77115  -0.233
C  7.88771  -16.12832  16.78268  -0.075
N  8.66480  -14.90866  21.12435  0.049
H  6.42933  -16.49242  20.80518  0.084
H  7.74657  -17.72103  20.92246  0.078
H  6.92799  -17.56825  19.59026  0.042
H  9.04361  -16.21437  19.40679  0.122
H  8.37610  -14.22342  18.49454  0.124
H  6.68845  -14.33167  19.26730  0.124
H  8.39647  -16.99305  17.20873  0.081
H  8.68519  -15.50964  16.37114  0.079
H  7.39681  -16.49816  15.88250  0.071
H  7.78415  -14.60642  21.51574  0.058
H  9.00007  -15.53384  21.84328  0.060
C  2.73136  -18.94707  17.46070  -0.056
C  4.15721  -19.16259  18.08177  -0.383
C  5.32961  -18.70793  17.16660  -0.200
O  5.69533  -19.68914  16.22333  -0.209
C  6.83655  -19.40931  15.31805  -0.041
N  4.08269  -18.37206  19.31469  0.032
H  2.64708  -19.64676  16.62917  0.074
H  2.40597  -17.92102  17.28911  0.066
H  2.03991  -19.38167  18.18259  0.069
H  4.11554  -20.21603  18.35860  0.133
H  6.19656  -18.65442  17.82512  0.093
H  5.26130  -17.69779  16.76281  0.114
H  6.63619  -18.48001  14.78479  0.064
H  6.82743  -20.24133  14.61395  0.088
H  7.69978  -19.40457  15.98357  0.082
H  4.57740  -18.94813  19.98065  0.070
H  3.09759  -18.37565  19.53756  0.057
C  10.03499  -9.21532  7.74706  -0.066
C  8.64077  -9.34876  7.24336  -0.451
C  8.12930  -7.87116  6.79819  -0.187
O  7.99745  -7.06236  7.94751  -0.202
C  7.62617  -5.72538  7.65407  -0.086
N  8.59963  -10.30485  6.24270  0.050
H  10.14062  -8.37630  8.43480  0.053
H  10.82969  -8.97500  7.04081  0.088
H  10.37221  -10.06355  8.34279  0.071
H  7.90103  -9.65650  7.98240  0.122
H  7.42776  -7.70089  5.98152  0.115
H  8.92903  -7.54530  6.13310  0.110
H  7.81570  -5.45575  6.61510  0.091
H  8.22091  -5.26056  8.44040  0.085
H  6.60194  -5.46213  7.91819  0.075
H  7.87724  -9.95946  5.62710  0.076
H  8.18551  -11.13667  6.63853  0.050

As for the spin multiplicity: 1. Its total charge is 0. The HOMO energy comes out at -9.04 eV.